27
Properties=species:S:1:pos:R:3:forces:R:3:mulliken_charge:R:1 method="wB97M-V/def2-TZVPD" homo_energy_ev=-9.52 smiles=O.O.O.O.O.O.O.O.O de_lowest_kcal_mol=118.04 orbital_gap_ev=9.403
O -0.479655 0.784345 -0.863790 -1.3 -1.4 -1.7 -0.538
H -0.104655 1.116744 -0.102066 1.3 0.5 3.1 0.266
H -0.254141 1.493321 -1.437350 0.0 0.7 -1.5 0.277
O 2.696994 -0.013486 1.665264 -0.2 3.5 2.0 -0.627
H 1.954724 0.007727 2.294178 0.3 -0.8 -0.7 0.345
H 2.812902 -0.781108 1.187169 -0.1 -2.7 -1.4 0.313
O 0.045388 0.301642 2.969686 1.9 1.4 1.7 -0.602
H -0.161745 1.205279 2.752712 0.4 1.0 0.4 0.318
H -0.590646 -0.077667 2.444803 -2.3 -2.4 -2.1 0.277
O -3.888730 -1.250831 -2.497425 1.2 -0.5 0.2 -0.626
H -4.527821 -1.883223 -2.195526 -1.0 -0.3 0.1 0.312
H -3.086189 -1.802295 -2.403899 -0.2 0.8 -0.3 0.313
O 2.353767 4.186483 -1.195649 1.1 -0.2 2.3 -0.611
H 1.766663 4.100392 -0.423529 0.3 0.1 -0.6 0.310
H 1.827825 4.237888 -1.953338 -1.4 0.1 -1.7 0.301
O 2.672065 -2.161666 -0.569090 -5.0 -2.4 -0.1 -0.705
H 1.671730 -2.099755 -0.747982 1.9 -0.3 0.7 0.311
H 2.982926 -2.672450 -1.325142 -0.2 -0.6 0.3 0.329
O -4.682717 1.662408 0.880724 -2.2 0.7 0.3 -0.618
H -4.721102 0.806072 0.477942 0.6 -0.9 -0.5 0.293
H -5.667786 1.834220 0.901573 1.6 0.3 0.2 0.325
O 4.148772 -0.691317 -0.962258 0.9 0.6 -3.1 -0.597
H 4.727990 -1.431849 -0.735468 0.0 0.4 0.1 0.306
H 3.510267 -1.136909 -1.653016 2.3 2.3 2.2 0.341
O -1.329712 -1.968504 1.068350 1.0 0.6 -3.3 -0.610
H -1.611922 -2.068801 1.929434 -1.3 -0.4 2.7 0.291
H -2.065195 -1.696662 0.493686 0.3 -0.1 0.6 0.308


8
Properties=species:S:1:pos:R:3:forces:R:3:mulliken_charge:R:1 method="wB97M-V/def2-TZVPD" homo_energy_ev=-18.06 charge=+1 de_lowest_kcal_mol=170.11 orbital_gap_ev=10.266
C -1.325211 -0.129124 -0.132420 3.0 -2.1 3.6 -0.487
N 0.069138 0.240631 -0.467928 0.7 -0.5 -1.7 0.137
O 2.293144 0.168193 -0.224866 -0.8 0.6 -1.5 -0.168
O 0.962216 -0.102175 0.276138 -0.7 -0.9 1.2 0.182
H -1.440495 0.780438 0.401701 -1.2 1.2 1.2 0.309
H -1.478222 -1.064216 0.521319 0.7 1.6 -0.6 0.316
H -1.987333 -0.186076 -0.904173 -1.0 0.3 -2.9 0.313
H 2.906762 0.292332 0.530227 -0.8 -0.2 0.7 0.397